#A
Below is a cluster of 8 separate species, H16O8 in total, with properties calculated with the ωB97M-V functional and the def2-TZVPD basis.

Computed properties:
Total charge = 0
SMILES = O.O.O.O.O.O.O.O

The geometry in XYZ format:
```
24
H16O8 (the ωB97M-V functional and the def2-TZVPD basis)
O 0.6064 -2.0466 -2.6109
H 0.9528 -2.9425 -2.6551
H 0.1844 -1.9513 -1.7339
O -0.0846 -0.7742 -0.3777
H 0.0499 -1.0213 0.5546
H -0.0895 0.2104 -0.4111
O -0.3213 1.8831 -0.9459
H -1.0644 2.4971 -0.9577
H -0.1167 1.7029 -1.8850
O 1.8645 2.1380 1.1157
H 1.6731 1.4002 1.7027
H 1.2069 2.0636 0.4079
O 1.0368 -1.2686 2.2375
H 1.8918 -1.4915 1.8448
H 0.8312 -2.0085 2.8237
O -2.8238 -0.4730 0.8350
H -3.6516 -0.5446 0.3488
H -2.1292 -0.5356 0.1582
O -1.0340 0.9315 2.8119
H -1.7552 0.6065 2.2547
H -0.4426 0.1770 2.9140
O 0.8077 0.7451 -2.9463
H 0.6715 -0.2045 -2.7346
H 1.7360 0.9067 -2.7512
```

#B
Below is a cluster of 8 separate species, H16O8 in total, with properties calculated with the ωB97M-V functional and the def2-TZVPD basis.

Computed properties:
Total charge = 0
SMILES = O.O.O.O.O.O.O.O

The geometry in XYZ format:
```
24
H16O8 (the ωB97M-V functional and the def2-TZVPD basis)
O 0.7921 -0.4888 1.6314
H -0.1235 -0.5825 1.9176
H 0.7414 -0.5194 0.6693
O 0.0205 -2.3795 -0.1981
H 0.5926 -3.0279 -0.6239
H -0.8599 -2.7667 -0.2606
O 0.5361 2.7072 3.6913
H 0.1129 2.9623 2.8637
H 0.1535 1.8462 3.8947
O -0.6631 -0.4582 -2.7719
H 0.0774 -0.6610 -2.1892
H -0.4762 -0.9612 -3.5725
O 1.4884 0.4532 -1.3000
H 1.8849 1.2967 -1.0544
H 1.9181 -0.1856 -0.7200
O -3.9849 0.2946 1.5392
H -4.6746 0.5491 2.1625
H -3.5742 1.1301 1.2897
O 0.0651 1.4733 0.9916
H 0.1015 2.4270 0.8570
H 0.6367 1.3219 1.7528
O 1.3875 -1.4647 -3.6915
H 2.0186 -2.1932 -3.6923
H 1.8288 -0.7727 -3.1863
```

#A ends up most stable, edging out the next structure by 50.8 kcal/mol.

#A
Below is a cluster of 8 separate species, H16O8 in total, with properties calculated with the ωB97M-V functional and the def2-TZVPD basis.

Computed properties:
Total charge = 0
SMILES = O.O.O.O.O.O.O.O

The geometry in XYZ format:
```
24
H16O8 (the ωB97M-V functional and the def2-TZVPD basis)
O -1.7920 -1.1432 -2.2356
H -1.5508 -0.4923 -2.8947
H -2.7415 -1.2300 -2.3203
O 2.1871 1.7087 -0.7698
H 2.0478 0.8331 -1.1308
H 2.2445 1.5720 0.1758
O 2.1483 -0.9151 -1.8792
H 1.3410 -1.4201 -1.7819
H 2.7363 -1.4937 -2.3647
O 2.4701 -0.5500 1.1459
H 1.8903 -1.2882 1.3336
H 2.9063 -0.7893 0.3282
O -1.4319 -0.7762 2.5281
H -0.5517 -0.6976 2.8959
H -1.6832 -1.6839 2.6990
O -2.9758 1.2613 1.3847
H -2.5261 0.5596 1.8556
H -2.2730 1.8380 1.0851
O -0.5490 2.2661 0.3576
H -0.3192 1.3642 0.1342
H -0.1422 2.7946 -0.3290
O -0.1735 -0.3290 -0.0860
H -0.4207 -0.9195 0.6256
H -0.8410 -0.4696 -0.7574
```

#B
Below is a cluster of 8 separate species, H16O8 in total, with properties calculated with the ωB97M-V functional and the def2-TZVPD basis.

Computed properties:
Total charge = 0
SMILES = O.O.O.O.O.O.O.O

The geometry in XYZ format:
```
24
H16O8 (the ωB97M-V functional and the def2-TZVPD basis)
O -0.8611 -0.4041 -0.6789
H -0.0921 -1.0274 -0.5823
H -0.6418 0.3583 -0.2401
O -1.6143 2.6595 1.4928
H -2.2570 2.3666 0.7958
H -1.9652 3.5185 1.7029
O -5.3072 -1.2341 -2.0748
H -4.8354 -0.4480 -2.2352
H -4.9008 -1.6195 -1.2780
O 2.3285 0.4119 -2.3082
H 1.8033 -0.1284 -2.9147
H 1.7413 0.6155 -1.5204
O 4.3703 -1.5795 -1.4764
H 3.6935 -2.1669 -1.0963
H 4.2701 -0.7980 -1.0857
O 1.7709 -3.5321 2.4992
H 1.4090 -3.4000 3.3555
H 1.8245 -4.5170 2.3141
O -2.3716 -0.4625 1.1532
H -2.3883 -0.5293 2.0877
H -1.5032 -0.8609 0.9075
O 2.2687 4.2787 0.4440
H 1.4976 4.7721 0.9327
H 1.7602 3.7266 -0.1943
```

#C
Below is a structure of composition H16O8, with properties calculated with the ωB97M-V functional and the def2-TZVPD basis.

Computed properties:
Total charge = 0

The geometry in XYZ format:
```
24
H16O8 (the ωB97M-V functional and the def2-TZVPD basis)
O 2.1015 -0.9069 -2.3499
H 1.3916 -0.7281 -1.7333
H 1.9101 -0.3498 -3.1044
O -0.0311 -0.5076 0.3097
H -0.8007 0.0099 0.5468
H 0.1449 -0.2724 -0.6013
O 0.3054 -0.3993 -1.6748
H -0.5807 -0.0642 -1.8119
H 0.5284 -0.8323 -2.4989
O -1.0149 2.2293 1.1040
H -1.4687 1.4036 1.2730
H -1.1944 2.7644 1.8771
O -1.0445 -2.2475 0.4008
H -0.4657 -1.4853 0.3855
H -1.8335 -1.9590 -0.0581
O 1.4144 1.5381 0.7088
H 0.6034 1.7002 0.2269
H 1.6754 0.6546 0.4491
O 2.0547 -0.4191 0.3725
H 2.0439 -0.5579 1.3195
H 1.2093 -0.7521 0.0715
O -2.0989 0.6881 1.4589
H -3.0397 0.5525 1.3458
H -1.8100 -0.0591 1.9828
```

#D
Below is a cluster of 8 separate species, H16O8 in total, with properties calculated with the ωB97M-V functional and the def2-TZVPD basis.

Computed properties:
Total charge = 0
SMILES = O.O.O.O.O.O.O.O

The geometry in XYZ format:
```
24
H16O8 (the ωB97M-V functional and the def2-TZVPD basis)
O 1.8601 -0.3180 -1.4518
H 2.8221 0.0400 -1.3848
H 1.9221 -0.3670 -2.4688
O 3.0661 1.9470 1.0312
H 2.1411 2.3700 0.6212
H 2.6431 1.1320 1.4232
O -2.1159 -1.2470 2.1842
H -1.2369 -1.5550 2.2312
H -2.4429 -1.3530 1.2272
O -0.8389 1.8460 2.4682
H -0.1109 2.4700 2.5742
H -0.5469 1.5980 1.6352
O 0.5261 -2.9200 -1.1188
H 1.1991 -2.2690 -1.0388
H 0.6451 -3.3560 -0.3407
O -0.3029 0.5190 0.0192
H 0.4621 0.2500 -0.3717
H -0.9629 -0.3340 -0.1468
O -1.8669 -1.7630 -0.7118
H -2.4029 -1.9160 -1.4768
H -1.0519 -2.1150 -0.9398
O -1.0799 2.4260 -1.8098
H -1.5429 2.9940 -1.1648
H -0.7839 1.9220 -0.9908
```

#A ends up most stable, edging out the next structure by 42.0 kcal/mol.